{"formula": "C32H33CoF2N5O2S2", "method": "wB97M-V/def2-TZVPD", "s_squared": 4.088, "homo_lumo_gap_ha": [0.16771, 0.24054], "spin_multiplicity": 4, "homo_ev": [-5.21, -7.07], "mol_weight_g_mol": 680.7, "elements": ["Co", "C", "C", "C", "C", "C", "N", "C", "C", "C", "N", "C", "C", "C", "C", "C", "C", "C", "C", "N", "C", "C", "C", "N", "C", "C", "C", "C", "O", "C", "O", "H", "H", "H", "H", "H", "H", "H", "H", "H", "H", "H", "H", "H", "H", "H", "H", "H", "H", "H", "H", "H", "H", "H", "H", "H", "H", "H", "H", "S", "C", "N", "C", "C", "C", "C", "C", "C", "S", "H", "H", "H", "H", "F", "C", "F", "H"], "positions_angstrom": [[-0.4856, -0.3028, -0.9974], [-1.0746, -4.6412, 5.1078], [-1.2199, -3.5439, 4.0845], [-1.6028, -2.2743, 4.4323], [-1.7644, -1.2485, 3.4796], [-2.1880, 0.0171, 3.9130], [-2.3363, 1.0232, 3.0994], [-2.7945, 2.3487, 3.4756], [-3.2550, 3.1250, 2.2412], [-2.1127, 3.8953, 1.5732], [-0.9432, 3.0745, 1.3831], [0.3187, 3.5682, 1.4034], [1.4648, 2.9057, 0.9364], [2.7078, 3.5843, 1.0095], [3.8886, 3.0443, 0.5420], [5.1897, 3.7995, 0.6348], [3.8421, 1.7877, -0.0465], [2.6387, 1.0747, -0.1800], [2.7034, -0.1765, -0.8893], [1.7463, -0.8632, -1.3880], [2.1623, -2.0154, -2.1796], [1.5688, -3.3380, -1.7137], [0.0417, -3.3113, -1.7561], [-0.4571, -2.5135, -0.6343], [-0.6779, -3.2144, 0.4088], [-1.0627, -2.8155, 1.7432], [-0.9692, -3.7851, 2.7273], [-1.5038, -1.4866, 2.0699], [-1.6845, -0.5968, 1.2026], [1.4278, 1.5830, 0.3375], [0.3263, 0.8815, 0.3457], [-0.8073, -4.2322, 6.0816], [-0.3028, -5.3511, 4.8111], [-2.0080, -5.1970, 5.2243], [-1.7928, -2.0363, 5.4751], [-2.3869, 0.1879, 4.9682], [-2.1162, 0.7603, 2.1207], [-1.9838, 2.8918, 3.9712], [-3.6066, 2.2497, 4.1990], [-4.0380, 3.8306, 2.5176], [-3.6814, 2.4214, 1.5218], [-1.8289, 4.7516, 2.1902], [-2.4725, 4.2833, 0.6119], [-1.0330, 2.1708, 0.9424], [0.4281, 4.5752, 1.7920], [2.7148, 4.5743, 1.4546], [5.1072, 4.6289, 1.3363], [5.4726, 4.2060, -0.3387], [5.9928, 3.1410, 0.9680], [4.7561, 1.3438, -0.4293], [3.7292, -0.5304, -1.0556], [3.2559, -2.1049, -2.1747], [1.8453, -1.8460, -3.2123], [1.8932, -3.5536, -0.6923], [1.9429, -4.1319, -2.3637], [-0.3596, -4.3281, -1.7118], [-0.2727, -2.8771, -2.7000], [-0.5382, -4.2989, 0.3204], [-0.6693, -4.7839, 2.4242], [-3.4057, -1.1690, -1.6332], [-2.3464, -1.0912, -2.9130], [-1.0579, -0.7468, -2.8006], [-0.4286, -0.5716, -4.0242], [0.8555, -0.0763, -4.2395], [1.3303, 0.0336, -5.5350], [0.5444, -0.3400, -6.6223], [-0.7463, -0.8036, -6.4261], [-1.2225, -0.9057, -5.1285], [-2.8123, -1.3764, -4.5897], [1.4520, 0.2498, -3.3966], [2.3231, 0.4297, -5.7056], [0.9370, -0.2494, -7.6267], [-1.3819, -1.0629, -7.2628], [-2.1818, 1.7631, -0.8024], [-1.0944, 1.5251, -1.6106], [-1.5446, 1.7492, -2.8730], [-0.3551, 2.3120, -1.4280]], "mulliken_charge": [1.340, -1.697, 0.075, -0.585, 0.371, -0.329, 0.298, -0.851, -0.785, -0.760, 0.591, -0.812, 1.059, -0.867, 0.362, -1.716, -0.955, 1.085, -0.416, 0.349, -1.047, -0.832, -1.003, 0.343, -0.550, 0.972, -0.676, 0.192, -1.055, -0.737, -0.188, 0.381, 0.385, 0.311, 0.401, 0.501, 0.011, 0.302, 0.591, 0.436, 0.308, 0.483, 0.257, -0.653, 0.288, 0.351, 0.370, 0.307, 0.372, 0.423, 0.212, 0.670, 0.161, 0.304, 0.503, 0.567, 0.057, 0.265, 0.442, -0.379, 0.156, 0.709, -0.007, -0.675, -0.833, -0.603, -0.453, 0.567, -0.316, 0.425, 0.422, 0.394, 0.418, -0.295, 0.208, -0.314, 0.396]}